No. 1
A 8-piece molecular cluster, C24H52N4O8 overall. Source: OMol25; level of theory: ωB97M-V/def2-TZVPD.

Bonds (Å) are listed after each position.
Cartesian coordinates (Å):
1 C 19.78002 -8.71134 9.23418  C2 1.561, H5 1.090, H6 1.090, H7 1.090
2 C 19.88712 -10.05242 10.02648  C1 1.561, O3 1.255, C4 1.547
3 O 19.51412 -10.09217 11.22441  C2 1.255
4 C 20.66286 -11.20351 9.34434  C2 1.547, H8 1.090, H9 1.090, H10 1.090
5 H 20.73863 -8.19292 9.25462  C1 1.090
6 H 19.09131 -8.07874 9.79418  C1 1.090
7 H 19.29953 -8.79667 8.25953  C1 1.090
8 H 21.72017 -10.99095 9.50248  C4 1.090
9 H 20.49684 -11.27558 8.26947  C4 1.090
10 H 20.28618 -12.11240 9.81352  C4 1.090
11 C 19.24244 -14.19734 7.23120  C12 1.563, H15 1.090, H16 1.090, H17 1.090
12 C 17.90028 -13.59817 6.69883  C11 1.563, O13 1.184, C14 1.501
13 O 17.17153 -14.23568 6.01774  C12 1.184
14 C 17.56401 -12.19624 7.11669  C12 1.501, H18 1.090, H19 1.090, H20 1.090
15 H 19.89339 -13.88345 6.41521  C11 1.090
16 H 19.20167 -15.28046 7.34647  C11 1.090
17 H 19.67054 -13.76168 8.13399  C11 1.090
18 H 17.93974 -11.64840 6.25252  C14 1.090
19 H 18.07352 -11.90095 8.03392  C14 1.090
20 H 16.48406 -12.05642 7.16416  C14 1.090
21 C 23.06389 -15.18024 8.37219  C22 1.467, H25 1.090, H26 1.090, H27 1.090
22 C 23.03797 -14.07798 9.34013  C21 1.467, O23 1.246, C24 1.521
23 O 22.01146 -13.74383 9.96138  C22 1.246
24 C 24.37922 -13.47031 9.72152  C22 1.521, H28 1.090, H29 1.090, H30 1.090
25 H 24.06807 -15.53558 8.14098  C21 1.090
26 H 22.58339 -14.72462 7.50637  C21 1.090
27 H 22.39588 -15.97481 8.70463  C21 1.090
28 H 24.05921 -12.43089 9.79428  C24 1.090
29 H 25.27818 -13.51029 9.10639  C24 1.090
30 H 24.63760 -13.67264 10.76094  C24 1.090
31 C 21.85613 -11.95836 12.87898  C32 1.501, H35 1.090, H36 1.090, H37 1.090
32 C 23.04585 -11.18035 12.39749  C31 1.501, O33 1.268, C34 1.487
33 O 22.86622 -10.18153 11.63794  C32 1.268
34 C 24.41547 -11.63050 12.76298  C32 1.487, H38 1.090, H39 1.090, H40 1.090
35 H 21.42266 -11.45445 13.74287  C31 1.090
36 H 22.25544 -12.95599 13.06171  C31 1.090
37 H 21.22223 -12.02208 11.99456  C31 1.090
38 H 24.57859 -12.00040 13.77524  C34 1.090
39 H 24.98353 -10.73013 12.52903  C34 1.090
40 H 24.63771 -12.47508 12.11075  C34 1.090
41 C 19.61608 -19.86370 13.30925  C42 1.513, H46 1.090, H47 1.090, H48 1.090
42 C 20.22647 -19.15713 12.11851  C41 1.513, O43 1.221, N44 1.355
43 O 20.31651 -19.67621 11.01746  C42 1.221
44 N 20.77824 -17.94813 12.38484  C42 1.355, C45 1.398, H49 1.010
45 C 21.51260 -17.07068 11.58148  N44 1.398, H50 1.090, H51 1.090, H52 1.090
46 H 18.54619 -19.84985 13.10127  C41 1.090
47 H 19.91229 -19.50847 14.29625  C41 1.090
48 H 19.92272 -20.90415 13.20181  C41 1.090
49 H 20.53026 -17.52705 13.26875  N44 1.010
50 H 22.55868 -17.35147 11.70382  C45 1.090
51 H 21.43744 -16.12262 12.11406  C45 1.090
52 H 21.22568 -17.06295 10.52994  C45 1.090
53 C 26.66517 -12.35935 7.47122  C54 1.648, H58 1.090, H59 1.090, H60 1.090
54 C 25.44595 -12.61379 6.39241  C53 1.648, O55 1.209, N56 1.375
55 O 24.38454 -13.02527 6.79892  C54 1.209
56 N 25.72442 -12.45759 5.05510  C54 1.375, C57 1.448, H61 1.010
57 C 24.68559 -12.63799 4.06191  N56 1.448, H62 1.090, H63 1.090, H64 1.090
58 H 27.52592 -11.92061 6.96653  C53 1.090
59 H 27.02005 -13.20510 8.06018  C53 1.090
60 H 26.37795 -11.57254 8.16874  C53 1.090
61 H 26.59564 -12.06841 4.72402  N56 1.010
62 H 23.74122 -13.10582 4.34010  C57 1.090
63 H 25.10606 -13.14308 3.19232  C57 1.090
64 H 24.24933 -11.69873 3.72194  C57 1.090
65 C 24.74299 -16.65226 4.91645  C66 1.568, H70 1.090, H71 1.090, H72 1.090
66 C 24.31269 -16.95506 3.43910  C65 1.568, O67 1.212, N68 1.316
67 O 24.18667 -16.01231 2.68748  C66 1.212
68 N 24.14711 -18.21191 3.08558  C66 1.316, C69 1.428, H73 1.010
69 C 23.51818 -18.63113 1.87357  N68 1.428, H74 1.090, H75 1.090, H76 1.090
70 H 25.14593 -17.53691 5.40955  C65 1.090
71 H 23.77808 -16.45364 5.38292  C65 1.090
72 H 25.41295 -15.79954 5.02657  C65 1.090
73 H 24.39626 -18.96511 3.71065  N68 1.010
74 H 24.11270 -19.22036 1.17539  C69 1.090
75 H 23.22253 -17.69748 1.39504  C69 1.090
76 H 22.60245 -19.17169 2.11299  C69 1.090
77 C 28.36328 -15.31376 13.09939  C78 1.512, H82 1.090, H83 1.090, H84 1.090
78 C 26.98517 -15.68779 12.60366  C77 1.512, O79 1.239, N80 1.349
79 O 26.08647 -14.83600 12.57419  C78 1.239
80 N 26.96595 -16.94216 12.10809  C78 1.349, C81 1.413, H85 1.010
81 C 25.75162 -17.57167 11.75288  N80 1.413, H86 1.090, H87 1.090, H88 1.090
82 H 28.50123 -14.23500 13.02620  C77 1.090
83 H 29.20029 -15.76259 12.56455  C77 1.090
84 H 28.43919 -15.43434 14.18004  C77 1.090
85 H 27.85699 -17.41758 12.11886  N80 1.010
86 H 25.13402 -17.34059 12.62080  C81 1.090
87 H 25.89677 -18.63847 11.58271  C81 1.090
88 H 25.23631 -17.23102 10.85482  C81 1.090

spin multiplicity	2
energy relative to the best compared isomer or geometry (same formula, charge and spin)	0.0	kJ/mol
Kohn-Sham gap (spin up / spin down)	1.82 / 9.42	eV
net charge	-1
LUMO level (spin up / spin down)	2.375 / 2.315	eV

Atomic partial charges in e from the Löwdin method, atoms 1 to 4: C -0.03; C -0.41; O 0.02; C -0.04

---

No. 2
A 3-piece molecular cluster, C24H53BrIN5O7PS overall. Source: OMol25; level of theory: ωB97M-V/def2-TZVPD.

Bonds (Å) are listed after each position.
Cartesian coordinates (Å):
1 C -3.14161 -5.20610 2.29102  C2 1.561, H23 1.103, H24 1.102, H25 1.108
2 C -3.44864 -5.31340 0.76393  C1 1.561, C3 1.564, C4 1.576, H26 1.112
3 C -3.80279 -6.77381 0.33000  C2 1.564, H27 1.102, H28 1.104, H29 1.109
4 C -4.54698 -4.27966 0.30612  C2 1.576, C5 1.572, H30 1.103, H31 1.109
5 C -4.06860 -3.53994 -0.99610  C4 1.572, C6 1.592, C7 1.548, H32 1.105
6 C -4.34748 -4.50288 -2.23217  C5 1.592, H33 1.109, H34 1.100, H35 1.098
7 C -4.90307 -2.25243 -1.20180  C5 1.548, O8 1.469, H36 1.104, H37 1.105
8 O -4.40545 -1.36740 -2.26292  C7 1.469, N9 1.351
9 N -3.16241 -0.99030 -1.89020  O8 1.351, N10 1.297, C18 1.355
10 N -2.95354 -0.25699 -0.84108  N9 1.297, C11 1.317
11 C -1.65484 -0.08369 -0.70662  N10 1.317, I12 2.099, N13 1.376
12 I -0.68643 0.97583 0.82425  C11 2.099
13 N -1.11313 -0.76663 -1.77177  C11 1.376, C14 1.487, C18 1.331
14 C 0.35811 -0.84182 -1.97651  N13 1.487, C15 1.583, H38 1.106, H39 1.096
15 C 0.80810 -2.23382 -1.37273  C14 1.583, C16 1.552, H40 1.103, H41 1.108
16 C 2.13751 -2.17765 -0.57337  C15 1.552, Br17 1.991, H42 1.100, H43 1.098
17 Br 1.84391 -3.22160 1.09643  C16 1.991
18 C -2.03084 -1.32913 -2.55495  N9 1.355, N13 1.331, P19 1.844
19 P -1.82456 -2.29543 -4.11216  C18 1.844, O20 1.626, O21 1.628, S22 1.924
20 O -3.30239 -2.71402 -4.64564  P19 1.626, H44 0.975
21 O -0.88851 -3.61197 -3.90902  P19 1.628, H45 0.980
22 S -1.04132 -1.12762 -5.42523  P19 1.924
23 H -3.13945 -4.14570 2.59364  C1 1.103
24 H -3.83206 -5.79900 2.91278  C1 1.102
25 H -2.11414 -5.59629 2.43119  C1 1.108
26 H -2.48922 -5.07622 0.25481  C2 1.112
27 H -4.40252 -6.81784 -0.59325  C3 1.102
28 H -4.29106 -7.31080 1.16234  C3 1.104
29 H -2.87188 -7.33470 0.10973  C3 1.109
30 H -5.53581 -4.75061 0.17377  C4 1.103
31 H -4.63262 -3.51752 1.10761  C4 1.109
32 H -2.98518 -3.37216 -0.85559  C5 1.105
33 H -3.37402 -4.93684 -2.53697  C6 1.109
34 H -4.78966 -3.91413 -3.04914  C6 1.100
35 H -5.04073 -5.28706 -1.90018  C6 1.098
36 H -5.05483 -1.72232 -0.24583  C7 1.104
37 H -5.90819 -2.57460 -1.52968  C7 1.105
38 H 0.50908 -0.91903 -3.06956  C14 1.106
39 H 0.87871 0.01141 -1.52625  C14 1.096
40 H 0.80590 -3.01600 -2.14998  C15 1.103
41 H 0.01921 -2.52321 -0.65010  C15 1.108
42 H 2.95743 -2.68501 -1.10218  C16 1.100
43 H 2.42701 -1.17454 -0.23291  C16 1.098
44 H -3.25770 -3.56914 -5.11243  O20 0.975
45 H -1.24104 -4.20262 -3.21154  O21 0.980
46 C 1.71723 2.33504 4.57631  O47 1.417, H55 1.089, H56 1.094, H57 1.096
47 O 1.66800 0.92972 4.75144  C46 1.417, C48 1.421
48 C 1.79196 0.19620 3.54048  O47 1.421, C49 1.518, H58 1.096, H59 1.096
49 C 3.11574 -0.54589 3.48956  C48 1.518, N50 1.459, H60 1.092, H61 1.097
50 N 4.23330 0.37826 3.32819  C49 1.459, C51 1.464, H62 1.012
51 C 5.54649 -0.23965 3.52238  N50 1.464, C52 1.530, H63 1.093, H64 1.095
52 C 5.87347 -0.79065 4.91173  C51 1.530, O53 1.417, H65 1.093, H66 1.096
53 O 5.99245 0.20405 5.91360  C52 1.417, C54 1.418
54 C 4.77300 0.58517 6.52770  O53 1.418, H67 1.093, H68 1.094, H69 1.091
55 H 1.45437 2.79936 5.52561  C46 1.089
56 H 2.72093 2.66658 4.29604  C46 1.094
57 H 0.99362 2.66338 3.82174  C46 1.096
58 H 1.65805 0.83522 2.66026  C48 1.096
59 H 0.98213 -0.54168 3.53838  C48 1.096
60 H 3.10434 -1.24427 2.64965  C49 1.092
61 H 3.20444 -1.12531 4.41647  C49 1.097
62 H 4.13748 1.13018 3.99850  N50 1.012
63 H 6.28899 0.52744 3.28806  C51 1.093
64 H 5.67442 -1.03686 2.78274  C51 1.095
65 H 6.85892 -1.25975 4.84504  C52 1.093
66 H 5.18384 -1.58275 5.22546  C52 1.096
67 H 4.05246 -0.23538 6.56992  C54 1.093
68 H 4.33640 1.44453 6.01109  C54 1.094
69 H 4.99675 0.90248 7.54675  C54 1.091
70 C -1.65457 4.00209 -1.75937  O71 1.416, H79 1.089, H80 1.094, H81 1.096
71 O -0.63706 4.59725 -0.97475  C70 1.416, C72 1.424
72 C 0.62598 3.94892 -1.08290  O71 1.424, C73 1.518, H82 1.096, H83 1.095
73 C 1.62629 4.82745 -1.81299  C72 1.518, N74 1.459, H84 1.094, H85 1.097
74 N 1.29252 4.94242 -3.22831  C73 1.459, C75 1.464, H86 1.012
75 C 2.06111 5.96662 -3.93877  N74 1.464, C76 1.530, H87 1.093, H88 1.095
76 C 1.86445 7.42342 -3.51514  C75 1.530, O77 1.418, H89 1.093, H90 1.096
77 O 0.57414 7.93803 -3.79802  C76 1.418, C78 1.417
78 C -0.40303 7.68503 -2.80379  O77 1.417, H91 1.093, H92 1.094, H93 1.091
79 H -2.60194 4.46450 -1.48467  C70 1.089
80 H -1.48464 4.17108 -2.82637  C70 1.094
81 H -1.72679 2.92669 -1.56109  C70 1.096
82 H 0.54094 2.96340 -1.55521  C72 1.096
83 H 0.98576 3.79484 -0.05988  C72 1.095
84 H 2.62572 4.39311 -1.71358  C73 1.094
85 H 1.62717 5.80707 -1.32019  C73 1.097
86 H 0.31042 5.16895 -3.31660  N74 1.012
87 H 1.78307 5.88872 -4.99289  C75 1.093
88 H 3.12486 5.71665 -3.87550  C75 1.095
89 H 2.55725 8.02475 -4.10985  C76 1.093
90 H 2.13579 7.59959 -2.46796  C76 1.096
91 H 0.02522 7.63962 -1.79937  C78 1.093
92 H -0.94436 6.76069 -3.02541  C78 1.094
93 H -1.12935 8.49804 -2.83424  C78 1.091

Kohn-Sham gap	6.64	eV
net charge	+1
LUMO level	-3.808	eV

Atomic partial charges in e from the Löwdin method, atoms 1 to 4: C -0.07; C -0.40; C -0.07; C -0.14